A cluster of 5 separate species, C39H84O20P4S in total at a distorted geometry, computed with the ωB97M-V functional and the def2-TZVPD basis.

Results
LUMO energy: -3.02 eV
frontier orbital gap: 4.942 eV
SMILES: C#C[C@@]1(CCCCCCCCCCOC)CC[C@H](CC[C@H](C)CCC=C(C)C)S(=O)(=O)O1.COP(=O)(OC)OC.COP(=O)(OC)OC.COP(=O)(OC)OC.COP(=O)(OC)OC
E_tot: -4803.69256 a.u.

```
148
Properties=species:S:1:pos:R:3:forces:R:3
S -2.86276 4.36868 3.31726 -2.846 -5.814 -6.026
P -3.66934 -7.70753 -10.80371 -9.357 -2.919 -0.088
P 3.21078 -0.62278 -6.87777 2.062 -9.399 1.804
P 4.18118 -0.98287 10.90033 9.382 -0.202 -2.844
P -4.59607 -4.29484 -3.66965 -1.422 6.236 -7.457
O -4.24773 -3.02841 -2.54376 -0.756 -3.024 1.853
O 4.91304 -1.49151 9.65168 -1.694 -0.049 -0.137
O 1.54951 -1.10542 -6.86679 -0.153 3.523 -0.479
O 5.29875 0.99024 -0.94865 0.486 -2.124 0.975
O 5.26478 -0.48799 12.04091 -1.152 0.487 -0.323
O -2.00100 3.56996 2.26319 -2.274 3.683 4.433
O 4.23300 -2.58213 11.55798 -2.926 1.678 1.318
O -3.88801 -9.32098 -11.06637 0.801 0.812 -0.563
O -3.48243 -8.01745 -9.11201 3.281 0.283 -1.521
O 4.87199 -0.14001 -6.88886 -1.961 2.602 -1.571
O -3.66827 -3.62050 -4.68842 0.810 -1.157 0.948
O -6.13474 -3.72179 -3.82501 0.449 -1.220 0.270
O -4.94448 -5.56138 -4.79542 0.787 -1.774 3.021
O -4.37829 4.17376 2.92089 5.395 1.701 2.454
O -5.01240 -7.02572 -10.51255 1.302 1.056 -0.002
O -2.68373 3.47375 4.79076 1.300 3.422 -0.493
O -3.85610 -7.39764 -12.49544 3.314 1.057 0.656
O 3.47727 -1.53998 -8.22230 -0.853 0.875 0.210
O 3.47585 -1.44323 -5.60890 -0.485 1.571 0.322
O 4.12924 0.61644 10.24278 -3.336 -0.534 1.092
C 3.12809 -3.37686 11.17130 -0.363 -0.605 -0.146
C 1.09690 4.58477 4.71466 -8.476 -3.096 2.434
C -1.45070 7.34423 -0.62199 1.035 -0.812 0.187
C 4.80602 -0.19146 -1.68342 -0.055 -0.563 -0.842
C 0.10333 0.72196 -1.14740 -0.966 0.643 0.665
C 1.09598 0.87432 5.71965 0.414 0.581 -0.393
C -1.24325 1.66207 6.79956 0.386 -0.496 1.212
C -2.82772 6.61806 5.03710 -0.767 -0.829 0.134
C -5.53868 -5.22689 -6.03918 -0.861 0.463 -0.093
C -1.71877 3.20419 7.08740 -1.200 -0.039 -0.090
C 3.35717 0.07214 4.46749 -0.008 0.252 -0.123
C 6.42400 -1.26396 12.29005 0.264 -0.510 0.537
C -1.66335 4.47385 -2.06542 -0.794 -1.746 -0.159
C 5.11596 1.02538 -6.12447 0.380 0.478 0.406
C -2.85214 -6.95634 -8.42012 0.193 0.444 0.603
C 6.09150 0.58607 0.24560 -0.246 -0.099 0.425
C -6.35011 -2.33454 -4.01770 -0.234 0.643 0.423
C 2.73509 0.83250 5.81943 -0.057 -1.042 -1.016
C 4.60688 -2.39385 -8.27591 0.688 0.005 -0.327
C 5.09883 0.01086 1.46265 1.112 0.400 0.248
C -1.75946 4.15416 5.71097 2.097 -0.555 2.431
C -0.17768 4.15515 5.16700 7.765 4.064 -3.394
C -2.35635 6.16097 3.49991 0.456 2.127 2.250
C -4.97908 -7.94075 -13.17058 -0.177 -0.938 -0.006
C -0.67249 3.26897 -1.55184 -0.858 -3.209 -1.172
C 0.36086 1.39847 7.11178 0.536 -0.331 -1.150
C -3.10439 -3.28914 -1.75208 0.578 0.170 0.417
C -2.20558 1.21292 -2.66517 -0.247 0.883 0.752
C -0.93886 1.81408 -1.80898 1.278 3.369 0.613
C 4.41507 1.28159 2.24270 -0.165 -0.095 0.300
C -4.77352 -10.05270 -10.23664 0.048 -0.497 0.597
C -2.08834 6.02724 0.18623 -0.795 1.340 -0.457
C 5.35021 1.27081 9.93795 0.682 0.147 0.659
C -2.65802 4.86155 -0.82174 -0.033 -0.180 0.456
C 3.02648 0.87125 3.06739 0.351 -0.060 -0.839
C -2.25440 5.63689 6.21664 -0.530 0.068 0.545
C -3.09405 7.20782 2.47951 0.060 0.162 -1.275
C 1.23772 -2.48646 -6.95276 0.272 -0.558 -0.722
C -3.42527 6.62302 0.98705 0.109 0.591 -0.714
H -4.01476 6.51723 5.06041 2.572 0.318 -0.172
H 4.90129 -1.19722 -1.08292 -0.236 2.059 -0.954
H 3.24665 1.90150 5.82698 -1.309 -2.124 0.342
H 6.89957 -0.19862 -0.08615 -1.542 1.346 0.719
H 5.78008 1.69648 10.84837 0.075 -0.030 -0.124
H -3.76781 7.56050 0.33152 0.635 -1.937 1.497
H -3.24501 -4.22077 -1.19705 0.226 0.181 0.186
H -2.21368 -3.36213 -2.38134 0.010 -0.011 0.024
H 4.22035 2.18252 1.48420 0.304 -2.097 1.584
H -1.16601 6.21378 3.47392 -2.679 -0.508 -0.265
H -1.47987 1.31616 5.70707 0.320 0.852 2.080
H -2.20410 0.03419 -2.60110 0.024 2.522 -0.294
H -0.09490 -0.36605 -1.54536 0.575 2.259 0.571
H -1.01643 8.12504 0.16952 -1.223 -1.551 -1.725
H 0.90151 2.38648 7.47936 -1.173 -2.088 -0.679
H 2.15002 4.73548 4.17908 -2.926 -0.609 1.624
H 0.27762 3.59231 -0.92860 -2.088 -0.929 -1.306
H -2.33983 8.11814 2.32390 -1.449 -2.070 0.515
H -1.82798 0.94387 7.55338 1.019 1.691 -1.778
H -5.21961 -10.85638 -10.82999 0.210 0.171 -0.121
H 2.19904 -2.89747 11.49195 -0.076 -0.333 -0.022
H 5.20433 1.65615 3.05301 -1.643 -0.657 -1.759
H -1.10668 3.73606 7.96268 -1.053 -1.154 -2.217
H -4.08149 7.67841 2.91512 2.013 -1.269 -0.510
H -5.57743 -9.42838 -9.83909 0.151 0.125 -0.035
H 4.33867 -0.78179 1.04576 1.332 1.772 0.763
H -3.17021 5.44105 6.95762 2.037 0.257 -1.635
H 6.07163 0.60129 9.46444 -0.202 -0.146 0.093
H 3.20919 -4.35235 11.65752 0.059 0.174 -0.033
H -3.46028 -6.04991 -8.47689 0.052 0.008 0.015
H -4.79145 -8.98867 -13.41859 -0.134 0.063 0.008
H 3.67874 -0.01882 -1.96657 2.254 -0.327 0.567
H 0.83465 1.56213 4.78220 0.287 -1.352 2.222
H 3.11962 -3.51614 10.08723 -0.025 -0.009 0.017
H -4.34300 5.87419 0.94344 2.168 1.398 0.523
H 2.94131 -1.02303 4.37007 0.764 2.127 0.385
H 1.89953 -3.09929 -6.33682 0.106 0.246 -0.013
H -5.37839 -6.05997 -6.72877 0.126 -0.129 0.358
H -4.21108 -10.50141 -9.41344 -0.201 0.051 0.004
H 2.42175 1.86564 3.21820 1.068 -1.970 -0.026
H -2.56279 7.73283 5.27696 -0.364 -2.164 -0.801
H -5.10114 -4.32767 -6.47838 0.078 -0.013 0.249
H 4.53114 -0.00632 4.54409 -2.306 0.135 0.062
H 2.37466 0.16100 2.36923 1.335 1.645 1.412
H 5.13490 2.08970 9.24635 -0.382 -0.173 0.098
H -5.11625 -7.38790 -14.10374 0.355 0.154 0.183
H 4.50991 1.85105 -6.50756 0.266 0.147 0.162
H -1.41663 6.14914 6.89422 -1.636 -1.273 -1.829
H 1.21372 1.07283 -1.28687 -2.192 -0.850 0.185
H -6.61578 -5.09169 -5.91105 0.093 0.051 -0.125
H 6.17250 1.29030 -6.21456 -0.145 -0.106 -0.038
H -5.89586 -7.85659 -12.58290 0.207 0.059 0.155
H -2.35775 3.98942 -2.90664 1.531 1.072 1.743
H -6.51986 -1.85636 -3.04926 0.078 0.092 -0.171
H 4.91147 -2.73814 -7.28455 -0.092 0.173 0.031
H -1.24216 5.67634 0.91756 -1.831 0.298 -1.407
H -3.20243 1.62228 -2.15277 2.077 -1.022 -1.106
H 3.01373 0.17968 6.75299 -0.250 1.505 -1.641
H -2.82588 3.86056 -0.19983 0.402 2.250 -1.190
H 5.43611 -1.86782 -8.75656 0.019 -0.154 0.135
H 5.43262 -0.35711 -2.68437 -1.308 0.512 2.092
H -2.21800 7.83953 -1.36069 1.482 -0.943 1.552
H -2.73168 -7.24226 -7.37212 -0.061 -0.014 -0.163
H 6.65326 1.55172 0.63484 -1.266 -1.954 -0.884
H -2.97474 -2.46948 -1.04080 -0.093 -0.078 -0.127
H -3.74935 5.18591 -1.18049 2.479 -0.469 0.495
H -0.13645 0.70359 0.01896 0.634 -0.023 -2.428
H -1.86502 -6.76958 -8.85197 0.016 0.117 0.321
H 4.87932 0.84751 -5.07232 0.001 0.044 -0.004
H 5.78089 -0.54940 2.26100 -1.387 1.038 -1.782
H 0.68893 -0.19566 5.45676 0.856 1.924 0.589
H 0.52382 0.52018 7.89943 -0.460 2.097 -1.512
H 1.29007 -2.81424 -7.99423 0.011 -0.089 0.111
H -0.49563 6.98641 -1.23912 -2.095 0.837 1.230
H -2.84833 3.20242 7.47418 2.358 -0.066 -0.950
H 7.23368 -0.59119 12.58795 -0.274 0.109 -0.043
H 6.74462 -1.82225 11.40710 -0.196 0.028 -0.023
H -5.51124 -1.85334 -4.52647 0.079 -0.156 0.092
H -7.24751 -2.20513 -4.62997 0.081 -0.276 0.089
H 6.22716 -1.95492 13.11419 0.138 -0.027 -0.152
H -2.24525 1.59803 -3.79224 0.331 -0.988 2.464
H 4.35220 -3.26739 -8.88337 -0.195 0.220 0.024
H -1.12050 5.37788 -2.57274 -0.897 -1.762 1.232
H 0.21208 -2.62710 -6.60129 0.067 0.428 0.010
```
Forces are in eV/Å.